ORCA calculation (wB97M-V/def2-TZVPD) on 2 unconnected molecules or ions with the total composition CH4FOPS.

For the energy above the lowest of the compared OMol25 structures with the same formula, charge and spin, the calculation gives 395.6 kJ/mol. The largest force on an atom is 3.2 eV/Å.

Positions of all 9 atoms, in Å:
P (0.15284, 0.67734, -1.05385)
O (1.30092, -0.49607, -1.24199)
C (-0.36897, 0.24041, 0.69396)
H (1.27568, -0.86563, -2.17579)
S (1.24908, 1.36203, -4.29864)
F (1.25461, 1.96050, -0.83260)
H (-1.23730, -0.29408, 0.59490)
H (-0.64255, 1.13959, 1.16886)
H (0.38819, -0.35049, 1.19628)


ORCA calculation (wB97M-V/def2-TZVPD) on 2 unconnected molecules or ions with the total composition CH4FOPS.

For the energy above the lowest of the compared OMol25 structures with the same formula, charge and spin, the calculation gives 263.2 kJ/mol. The largest force on an atom is 3.3 eV/Å.

Positions of all 9 atoms, in Å:
S (2.78447, 1.01282, 0.21011)
C (-0.43879, 0.22773, 0.29442)
P (1.28762, -0.14760, -0.13652)
H (-0.70023, -0.33049, 1.19182)
O (1.20948, -0.81366, -1.58149)
H (1.87014, -1.51045, -1.68112)
H (-0.54966, 1.29469, 0.48969)
F (1.56617, -2.42875, 0.78340)
H (-1.07086, -0.09218, -0.53105)


ORCA calculation (wB97M-V/def2-TZVPD) on 2 unconnected molecules or ions with the total composition CH4IN.

For the energy above the lowest of the compared OMol25 structures with the same formula, charge and spin, the calculation gives 159.1 kJ/mol. The largest force on an atom is 4.3 eV/Å.

Positions of all 7 atoms, in Å:
H (-0.14635, -0.06666, 1.06272)
I (1.48604, -0.22238, -2.78729)
H (-0.86938, 0.64938, -0.45985)
H (-0.71130, -1.15013, -0.29900)
N (1.47659, -0.07592, -0.78485)
C (-0.37813, -0.18038, 0.02403)
H (1.66787, 0.88489, -0.50699)


ORCA calculation (wB97M-V/def2-TZVPD) on 2 unconnected molecules or ions with the total composition CH4IN2.

For the energy above the lowest of the compared OMol25 structures with the same formula, charge and spin, the calculation gives 567.2 kJ/mol. The largest force on an atom is 5.2 eV/Å. As for the total charge: +1.

Positions of all 8 atoms, in Å:
H (1.75974, -1.82353, -0.64465)
I (-2.35159, 2.29334, 0.04830)
N (0.92655, -1.29177, -0.27919)
H (0.80148, -1.62710, 0.67997)
H (0.41941, 0.17119, -1.72018)
H (-1.00455, 1.10386, 1.73135)
N (-0.81460, 1.48642, 0.80638)
C (0.26356, -0.31242, -0.62199)


ORCA calculation (wB97M-V/def2-TZVPD) on 2 unconnected molecules or ions with the total composition CH4IN2.

For the energy above the lowest of the compared OMol25 structures with the same formula, charge and spin, the calculation gives 644.0 kJ/mol. The largest force on an atom is 3.4 eV/Å. As for the total charge: +1.

Positions of all 8 atoms, in Å:
C (0.17420, 0.96791, -0.81990)
I (1.89114, -2.44472, 0.32660)
H (-1.05063, 0.18456, 0.47843)
H (0.97587, -0.99376, 1.98382)
H (0.28130, 1.62627, -1.64431)
H (-1.90372, 1.05956, -0.95794)
N (0.62042, -1.15464, 0.99661)
N (-0.98859, 0.75481, -0.36330)


ORCA calculation (wB97M-V/def2-TZVPD) on a molecular structure, CH4IN4P.

For the energy above the lowest of the compared OMol25 structures with the same formula, charge and spin, the calculation gives 260.7 kJ/mol. The largest force on an atom is 4.5 eV/Å.

Positions of all 11 atoms, in Å:
I (2.47221, -0.81702, 1.07275)
C (-0.21429, 0.10363, 0.05801)
N (-1.29747, -0.58695, -0.60191)
N (0.29306, -2.06149, -0.23028)
H (1.52610, 1.70555, -0.34069)
N (0.81414, -0.83574, -0.04538)
H (-2.18551, -0.30039, -0.26075)
H (-0.55668, 0.43036, 1.48989)
P (0.22758, 1.72052, -0.77514)
N (-0.87896, -1.92563, -0.60132)
H (-0.20019, 2.56717, 0.23482)


ORCA calculation (wB97M-V/def2-TZVPD) on a single CH4INO molecule.

Its structure (SMILES) is CONI. For the energy above the lowest of the compared OMol25 structures with the same formula, charge and spin, the calculation gives 109.0 kJ/mol. The largest force on an atom is 4.3 eV/Å.

Positions of all 8 atoms, in Å:
I (2.65732, 0.13341, -0.65285)
H (-1.48195, 0.18415, -1.26974)
H (1.31473, 0.47080, 1.55854)
H (-0.43794, -1.12256, -0.49306)
H (-1.83018, -0.41000, 0.40650)
N (0.90557, 0.09578, 0.61637)
O (-0.10832, 0.84113, 0.13229)
C (-1.01922, -0.19271, -0.29806)


ORCA calculation (wB97M-V/def2-TZVPD) on a molecular structure, CH4INOS.

For the energy above the lowest of the compared OMol25 structures with the same formula, charge and spin, the calculation gives 52.1 kJ/mol. The largest force on an atom is 3.5 eV/Å.

Positions of all 9 atoms, in Å:
S (0.31602, 1.75464, -0.13013)
O (-0.56539, 1.50813, 0.96662)
H (-1.01696, -1.26636, 0.21839)
C (-0.07902, -1.65632, 0.56329)
H (-0.17245, -2.64003, 0.90155)
N (-0.38297, 2.09318, -1.44323)
I (1.69580, -1.01972, -0.39608)
H (0.07154, -1.18966, 1.57719)
H (0.13342, 2.41614, -2.25760)


ORCA calculation (wB97M-V/def2-TZVPD) on a molecular structure, CH4INS.

For the energy above the lowest of the compared OMol25 structures with the same formula, charge and spin, the calculation gives 252.0 kJ/mol. The largest force on an atom is 5.7 eV/Å.

Positions of all 8 atoms, in Å:
H (1.24365, 0.11570, 0.87384)
S (1.34534, -1.11428, -0.97729)
N (0.64999, -0.62225, 0.37707)
H (-0.70725, 0.71544, 1.34844)
H (1.52102, -0.03263, -1.62263)
H (-1.60818, -0.66143, 0.68149)
C (-1.13276, 0.22923, 0.52797)
I (-1.31181, 1.37022, -1.20889)


ORCA calculation (wB97M-V/def2-TZVPD) on a molecular structure, CH4IOP.

As for the spin multiplicity: 3. For the energy above the lowest of the compared OMol25 structures with the same formula, charge and spin, the calculation gives 224.5 kJ/mol. The largest force on an atom is 4.2 eV/Å.

Positions of all 8 atoms, in Å:
C (0.59549, -1.03948, -0.08663)
H (-2.22988, 1.33973, -0.19655)
H (0.61367, -1.19937, 1.05495)
H (-0.64265, 1.35500, 0.99860)
I (2.34050, 0.27204, -0.28668)
P (-0.75705, 1.41604, -0.29317)
O (-0.45745, -0.23275, -0.48134)
H (0.53737, -1.91121, -0.70918)


ORCA calculation (wB97M-V/def2-TZVPD) on a molecular structure, CH4IPS2.

For the energy above the lowest of the compared OMol25 structures with the same formula, charge and spin, the calculation gives 165.8 kJ/mol. The largest force on an atom is 4.8 eV/Å.

Positions of all 9 atoms, in Å:
P (1.13324, -0.89525, -0.09153)
C (-1.52904, -0.14532, -0.27793)
H (-1.30265, 0.07064, -1.25424)
H (-1.97938, 2.34160, -0.22501)
H (1.30985, 0.25116, 0.62548)
I (-3.67463, -0.14954, -0.06298)
S (-0.71859, -1.36724, 0.65009)
S (-1.07308, 1.87482, 0.67020)
H (1.79681, -1.58170, 0.88392)


ORCA calculation (wB97M-V/def2-TZVPD) on a molecular structure, CH4InO9P2.

As for the spin multiplicity: 2. The calculation puts the total energy at -1590.55420 Eh. The largest force on an atom is 4.0 eV/Å. As for the total charge: -2.

Positions of all 17 atoms, in Å:
H (0.71816, 3.87100, 1.55659)
O (0.96829, -3.06880, 0.45069)
H (-0.72192, 3.36223, 0.63260)
O (-3.72782, -0.66556, 0.37378)
O (-1.80025, -1.93523, 0.72254)
In (0.57263, -0.62992, 1.80464)
O (-2.24804, -1.67050, -1.61913)
P (1.82471, -2.56132, -0.77108)
O (0.75656, 2.05841, 0.50110)
O (-1.26023, 0.24291, -0.17954)
O (1.84468, -1.02560, -0.64210)
P (-2.32266, -0.90616, -0.28362)
H (0.88067, 4.02865, -0.09930)
H (0.09522, 1.69627, -0.09311)
O (3.18931, -3.25980, -1.01491)
C (0.36714, 3.40753, 0.63459)
O (0.86363, -2.94403, -1.97369)


ORCA calculation (wB97M-V/def2-TZVPD) on a single CH4N2 molecule.

Its structure (SMILES) is [H]/N=C/N. For the energy above the lowest of the compared OMol25 structures with the same formula, charge and spin, the calculation gives 137.0 kJ/mol. The largest force on an atom is 1.6 eV/Å.

Positions of all 7 atoms, in Å:
H (0.28012, 0.51336, 1.70229)
C (-0.38224, -0.08418, -0.13262)
H (1.42202, 0.49997, 0.47978)
N (0.10426, -0.75030, -1.09303)
N (0.44333, 0.64926, 0.70771)
H (-1.40501, -0.03787, 0.26665)
H (-0.46248, -0.79024, -1.93077)


ORCA calculation (wB97M-V/def2-TZVPD) on a single CH4N2 molecule.

Its structure (SMILES) is [H]/N=C/N. For the energy above the lowest of the compared OMol25 structures with the same formula, charge and spin, the calculation gives 148.6 kJ/mol. The largest force on an atom is 2.0 eV/Å.

Positions of all 7 atoms, in Å:
H (0.64910, -0.09982, 1.39753)
H (1.76179, -0.49511, 0.02646)
H (-1.95562, 0.57455, -0.31115)
H (-0.01016, -0.03071, -1.41657)
N (-1.29512, -0.00820, 0.19568)
N (0.98207, -0.01467, 0.44356)
C (-0.13207, 0.07395, -0.33550)


ORCA calculation (wB97M-V/def2-TZVPD) on a molecular structure, CH4N2.

For the energy above the lowest of the compared OMol25 structures with the same formula, charge and spin, the calculation gives 384.5 kJ/mol. The largest force on an atom is 3.8 eV/Å.

Positions of all 7 atoms, in Å:
H (-0.08132, -1.55168, -0.85234)
C (-0.60009, -0.67875, -0.47846)
H (-0.53232, 0.75586, 0.64444)
N (-1.67460, -0.17619, -0.25661)
H (1.33156, -0.08665, 0.74648)
N (0.58072, 0.51690, 0.41135)
H (0.97603, 1.22051, -0.21485)


ORCA calculation (wB97M-V/def2-TZVPD) on a single CH4N2O molecule.

Its structure (SMILES) is [H]/N=[N+](/C)[O-]. For the energy above the lowest of the compared OMol25 structures with the same formula, charge and spin, the calculation gives 382.8 kJ/mol. The largest force on an atom is 2.7 eV/Å.

Positions of all 8 atoms, in Å:
H (-1.03043, 1.35640, -0.27153)
N (0.60690, 0.03397, 0.06232)
N (0.73351, -1.18779, -0.00060)
H (1.71540, -1.35060, -0.03498)
H (-1.21371, 0.11780, 0.97838)
C (-0.87646, 0.31996, 0.00044)
H (-1.47191, -0.16626, -0.74350)
O (1.53671, 0.87652, 0.00947)


ORCA calculation (wB97M-V/def2-TZVPD) on a single CH4N2O molecule.

Its structure (SMILES) is NC(N)=O. For the energy above the lowest of the compared OMol25 structures with the same formula, charge and spin, the calculation gives 38.5 kJ/mol. The largest force on an atom is 4.0 eV/Å.

Positions of all 8 atoms, in Å:
C (-0.44053, -0.02102, -0.04425)
N (0.39843, -1.10795, -0.03495)
O (-1.66157, -0.06382, 0.07082)
H (1.02074, -1.26912, 0.69427)
H (0.94529, 1.23892, -0.70436)
H (-0.34383, 2.05015, 0.12846)
N (0.22335, 1.18031, 0.01416)
H (-0.14188, -2.00747, -0.12414)


ORCA calculation (wB97M-V/def2-TZVPD) on a single CH4N2O molecule.

Its structure (SMILES) is NC(N)=O. For the energy above the lowest of the compared OMol25 structures with the same formula, charge and spin, the calculation gives 12.7 kJ/mol. The largest force on an atom is 0.5 eV/Å.

Positions of all 8 atoms, in Å:
N (13.21672, 7.76623, -20.32230)
C (13.45460, 7.84099, -21.66638)
O (13.09977, 6.97772, -22.43951)
H (13.91516, 9.87162, -21.69096)
H (14.58224, 8.94078, -22.95341)
H (12.83426, 6.91720, -19.95431)
N (14.17081, 8.96463, -22.03865)
H (13.52571, 8.50950, -19.72412)


ORCA calculation (wB97M-V/def2-TZVPD) on a single CH4N2O molecule.

Its structure (SMILES) is [H]/N=C/ON. For the energy above the lowest of the compared OMol25 structures with the same formula, charge and spin, the calculation gives 363.5 kJ/mol. The largest force on an atom is 4.1 eV/Å.

Positions of all 8 atoms, in Å:
N (-0.30690, -0.09357, 1.69597)
C (0.69705, -0.36579, -0.46771)
N (1.61280, -0.84397, -1.18380)
H (-0.17053, 0.43994, -0.67119)
H (-0.72901, 0.74096, 1.30369)
O (0.66826, -0.79960, 0.76837)
H (1.62433, -0.42814, -2.10348)
H (-1.14936, -0.68713, 1.73228)


ORCA calculation (wB97M-V/def2-TZVPD) on a single CH4N2O molecule.

Its structure (SMILES) is NC(N)=O. For the energy above the lowest of the compared OMol25 structures with the same formula, charge and spin, the calculation gives 39.6 kJ/mol. The largest force on an atom is 0.8 eV/Å.

Positions of all 8 atoms, in Å:
N (0.76868, 0.77788, 0.59815)
C (-0.20775, -0.19835, 0.34981)
H (0.62291, 1.15420, 1.52981)
O (-1.10012, -0.47184, 1.12401)
N (-0.01885, -0.85574, -0.85922)
H (-0.68634, -1.60176, -0.95716)
H (0.06632, -0.29954, -1.70122)
H (0.55516, 1.49514, -0.08417)